Formula: C9H8ClNO2
Source: the Open Molecules 2025 dataset
Level of theory: ωB97M-V with the def2-TZVPD basis set

Properties
Gap between HOMO and LUMO ... 8.41 eV
SMILES ... O=[N+]([O-])[C@@H](Cl)/C=C/c1ccccc1

The geometry in XYZ format:
```
21
Properties=species:S:1:pos:R:3:mulliken_charge:R:1
O -4.741 1.178 0.894 -0.57
N -3.836 0.856 0.154 0.90
O -3.555 1.329 -0.901 -0.50
C -2.963 -0.274 0.580 -0.09
Cl -3.599 -1.726 -0.440 -0.18
C -1.563 0.111 0.271 -0.59
C -0.472 -0.620 0.584 -0.13
C 0.875 -0.289 0.157 1.35
C 1.168 0.986 -0.396 -0.47
C 2.478 1.181 -0.736 -0.44
C 3.457 0.219 -0.663 -0.47
C 3.145 -1.010 -0.083 -0.47
C 1.829 -1.264 0.349 -0.62
H -3.242 -0.499 1.663 0.40
H -1.468 1.100 -0.173 0.22
H -0.412 -1.584 1.185 0.25
H 0.413 1.737 -0.774 0.17
H 2.527 2.172 -1.113 0.35
H 4.462 0.530 -1.055 0.32
H 3.778 -1.919 -0.317 0.26
H 1.716 -2.213 0.814 0.32
```



Formula: C18H29NO3
Source: the Open Molecules 2025 dataset
Level of theory: ωB97M-V with the def2-TZVPD basis set

Properties
Gap between HOMO and LUMO ... 8.16 eV
SMILES ... COc1cc(CNC(=O)CCCCCCC(C)C)ccc1O

The geometry in XYZ format:
```
51
Properties=species:S:1:pos:R:3:mulliken_charge:R:1
C -3.984 -1.720 -1.502 -0.71
O -4.093 -0.708 -0.575 -0.38
C -3.213 0.096 -0.312 0.95
C -2.051 0.079 -1.127 -1.37
C -1.209 1.146 -0.561 0.96
C 0.187 1.432 -1.290 -1.80
N 1.256 1.133 -0.534 0.42
C 2.190 2.019 -0.121 0.64
O 2.371 2.906 -0.851 -0.67
C 3.264 1.604 0.869 -0.84
C 4.623 1.133 0.036 -1.23
C 4.236 -0.273 -0.469 -1.45
C 4.192 -1.542 0.258 -0.87
C 2.760 -1.815 1.101 -1.23
C 1.879 -2.304 -0.043 0.16
C 0.691 -2.994 0.493 0.20
C -0.238 -3.805 -0.611 -1.61
C -0.200 -1.877 1.231 -0.18
C -1.526 1.951 0.616 -1.68
C -2.647 1.979 1.024 0.06
C -3.601 1.013 0.695 0.15
O -4.673 0.824 1.468 -0.51
H -3.769 -1.226 -2.555 0.30
H -5.053 -2.285 -1.562 0.22
H -3.129 -2.293 -1.440 0.23
H -1.824 -0.304 -1.908 1.26
H 0.306 0.498 -2.096 0.19
H 0.434 2.196 -1.715 1.07
H 1.373 0.281 0.187 -0.58
H 2.831 0.847 1.563 0.42
H 3.523 2.634 1.213 0.37
H 5.178 0.979 1.076 0.23
H 4.770 1.694 -0.623 1.01
H 4.967 -0.343 -1.201 0.40
H 3.427 -0.344 -1.010 0.95
H 4.601 -2.386 0.061 0.85
H 4.924 -1.319 1.184 0.30
H 3.083 -2.503 1.715 0.56
H 2.490 -1.053 1.313 0.26
H 2.316 -3.144 -0.518 0.42
H 1.607 -1.446 -1.028 0.04
H 0.864 -3.886 1.195 0.27
H 0.337 -4.230 -1.177 0.77
H -1.231 -4.102 -0.087 0.28
H -0.502 -2.889 -1.251 0.21
H -1.144 -2.476 1.551 0.40
H 0.382 -1.548 2.142 0.24
H -0.537 -1.292 0.615 -0.59
H -0.699 2.654 0.617 0.42
H -2.964 2.706 1.870 0.22
H -5.280 0.349 1.099 0.26
```



Formula: C6H8S
Source: the Open Molecules 2025 dataset
Level of theory: ωB97M-V with the def2-TZVPD basis set

Properties
Gap between HOMO and LUMO ... 9.11 eV
SMILES ... CC1=C[C@H]2S[C@H]2C1

The geometry in XYZ format:
```
15
Properties=species:S:1:pos:R:3:mulliken_charge:R:1
C 0.366 1.851 -0.965 -1.11
C 0.009 0.638 -0.191 0.60
C -0.131 0.540 1.125 -0.83
C -0.108 -0.999 1.523 -0.12
S -1.712 -1.714 1.048 -0.22
C -0.048 -1.738 0.186 -0.64
C 0.007 -0.760 -0.895 -0.74
H 0.282 2.651 -0.179 0.30
H -0.303 1.849 -1.900 0.26
H 1.420 1.834 -1.416 0.25
H -0.266 1.330 1.795 0.45
H 0.201 -1.293 2.508 0.55
H 0.287 -2.694 0.297 0.57
H -0.909 -0.542 -1.506 0.33
H 0.905 -0.954 -1.429 0.35
```



Formula: C5H10N2
Source: the Open Molecules 2025 dataset
Level of theory: ωB97M-V with the def2-TZVPD basis set

Properties
Gap between HOMO and LUMO ... 9.41 eV
SMILES ... C[C@H]1N[C@H]1C1=CN1.[H][H]

The geometry in XYZ format:
```
17
Properties=species:S:1:pos:R:3:mulliken_charge:R:1
C 1.291 -0.265 1.301 -1.24
C 1.145 0.882 0.331 0.17
N 1.520 0.754 -1.070 -0.70
C 0.097 0.916 -0.733 -0.07
C -0.795 -0.215 -0.937 0.07
C -1.879 -0.843 -1.185 -0.29
N -0.680 -1.712 -0.894 -0.54
H 2.348 -0.398 1.562 0.33
H 0.903 -1.200 0.885 0.37
H 0.742 -0.053 2.224 0.29
H 1.415 1.857 0.737 0.39
H 1.700 -0.227 -1.283 0.30
H -0.328 1.877 -1.015 0.37
H -2.931 -0.976 -1.369 0.36
H -0.297 -2.023 -1.796 0.20
H -2.117 1.039 1.915 0.23
H -2.133 0.585 1.325 -0.23
```



Formula: C6H15NO
Source: the Open Molecules 2025 dataset
Level of theory: ωB97M-V with the def2-TZVPD basis set

Properties
Gap between HOMO and LUMO ... 10.45 eV
SMILES ... CCCC[C@H](N)CO

The geometry in XYZ format:
```
23
Properties=species:S:1:pos:R:3:mulliken_charge:R:1
C 0.678 -2.703 -1.525 -1.11
C 1.662 -1.522 -1.749 -0.55
C 1.125 -0.159 -1.252 -0.65
C 0.789 -0.098 0.243 -0.40
C -0.130 1.041 0.719 0.26
N -0.008 1.288 2.158 -0.66
C -1.594 0.687 0.445 -0.59
O -2.478 1.696 0.934 -0.54
H 0.365 -2.894 -0.507 0.33
H 1.138 -3.594 -1.952 0.35
H -0.177 -2.423 -2.138 0.27
H 1.825 -1.357 -2.816 0.33
H 2.642 -1.731 -1.319 0.34
H 0.262 0.207 -1.824 0.38
H 1.873 0.580 -1.563 0.30
H 0.301 -1.038 0.478 -0.02
H 1.718 0.061 0.799 0.29
H 0.104 1.989 0.229 0.29
H 0.968 1.366 2.369 0.23
H -0.470 0.666 2.776 0.20
H -1.825 0.544 -0.610 0.31
H -1.848 -0.219 1.013 0.32
H -2.002 2.323 1.467 0.33
```



Formula: C36H37MnNP2
Source: the Open Molecules 2025 dataset
Level of theory: ωB97M-V with the def2-TZVPD basis set

Properties
Gap between HOMO and LUMO (alpha / beta) ... 5.85 / 4.78 eV
Total charge ... +2
2S+1 ... 4
⟨S²⟩ ... 4.144

The geometry in XYZ format:
```
77
Properties=species:S:1:pos:R:3:mulliken_charge:R:1
Mn 0.196 -0.088 5.516 0.35
C -2.041 -0.090 6.980 -0.49
C -2.045 -0.440 5.644 -0.35
C -2.557 0.480 4.522 -0.73
C -1.541 1.379 3.805 -0.29
C -0.398 1.857 4.682 -0.72
C -0.523 2.198 6.038 -0.07
C -1.817 2.447 6.720 -0.83
C -2.411 1.234 7.519 -0.63
C 2.162 0.123 5.374 -0.94
H -1.897 -0.868 7.742 0.50
H -2.134 -1.521 5.418 0.63
H -3.379 1.118 4.882 0.42
H -3.011 -0.170 3.755 0.31
H -1.098 0.851 2.945 0.05
H -2.086 2.222 3.348 0.39
H 0.464 2.269 4.135 0.66
H 0.360 2.599 6.551 0.46
H -2.586 2.791 6.008 0.32
H -1.670 3.269 7.447 0.39
H -2.047 1.299 8.559 0.47
H -3.509 1.373 7.568 0.34
H 2.498 -0.608 6.136 0.44
H 2.339 1.160 5.731 0.28
H 2.618 -0.065 4.377 0.41
P 0.037 -2.208 -2.952 0.21
P 1.968 0.395 -3.200 0.21
C -0.582 -0.628 -3.591 -0.57
C 0.249 0.433 -3.770 -0.53
C -0.770 -3.414 -4.102 0.24
C -1.946 -3.139 -4.824 0.18
C -2.520 -4.125 -5.636 -0.64
C -1.920 -5.385 -5.751 -0.50
C -0.718 -5.640 -5.083 -0.58
C -0.132 -4.655 -4.282 -0.30
C -0.931 -2.335 -1.400 0.63
C -0.563 -1.496 -0.327 -0.76
C -1.293 -1.527 0.861 0.13
C -2.380 -2.402 0.995 -0.43
C -2.710 -3.274 -0.052 -0.76
C -1.979 -3.251 -1.243 -0.45
C 2.672 1.106 -4.774 0.50
C 2.638 0.306 -5.936 -0.36
C 3.001 0.852 -7.169 -0.58
C 3.432 2.179 -7.263 -0.49
C 3.537 2.946 -6.097 -0.59
C 3.177 2.409 -4.859 -0.30
C 2.072 1.833 -2.069 0.30
C 3.215 1.907 -1.250 -0.42
C 3.421 3.018 -0.434 -0.63
C 2.474 4.047 -0.399 -0.52
C 1.303 3.943 -1.164 -0.70
C 1.088 2.825 -1.980 0.02
H -1.673 -0.554 -3.730 0.54
H -0.043 1.326 -4.347 0.78
H -2.414 -2.155 -4.756 0.19
H -3.442 -3.901 -6.178 0.40
H -2.388 -6.157 -6.366 0.40
H -0.232 -6.609 -5.189 0.40
H 0.825 -4.841 -3.797 0.39
H 0.288 -0.823 -0.437 0.35
H -1.013 -0.872 1.690 0.13
H -2.969 -2.401 1.913 0.37
H -3.545 -3.970 0.055 0.39
H -2.236 -3.930 -2.058 0.32
H 2.304 -0.732 -5.874 0.39
H 2.948 0.237 -8.069 0.38
H 3.695 2.608 -8.230 0.40
H 3.897 3.972 -6.151 0.40
H 3.260 3.023 -3.959 0.30
H 3.933 1.087 -1.262 0.40
H 4.318 3.076 0.186 0.44
H 2.636 4.921 0.236 0.44
H 0.547 4.730 -1.121 0.43
H 0.162 2.726 -2.549 0.42
N 0.816 -0.144 8.750 -0.49
C 0.600 -0.156 7.592 0.12
```



For reference, energy relative to the best compared isomer or geometry (same formula, charge and spin) by record: 381.9; 1852.5; 163.9; 495.0; 121.6; 0.0 kJ/mol.
For reference, calculated total energy by record: -1013.0231; -983.1102; -631.5287; -305.8353; -367.5850; -3281.6620 Eh.